Below is C3H5FO2S as an isolated structure, with properties calculated with wB97M-V/def2-TZVPD.

The geometry in XYZ format:
```
12
Properties=species:S:1:pos:R:3:forces:R:3:lowdin_charge:R:1
C 0.50970 0.04520 1.37827 -0.301 -1.038 -3.386 -0.083
C 0.06326 0.49748 -0.09208 -3.562 -1.015 -0.661 -0.388
C -1.64704 -0.20947 -0.91632 2.464 3.091 2.956 0.114
O 2.86531 0.35738 -0.03815 -2.004 -0.492 -0.209 -0.314
O 1.57879 -1.70228 -0.65946 -0.481 1.216 0.818 -0.314
F 0.03234 1.83560 -0.35820 0.203 -0.778 0.362 0.004
S 1.59306 -0.37186 -0.06877 1.458 -0.407 0.956 0.757
H 0.74123 0.85332 1.95949 1.586 2.271 1.092 0.055
H -0.08890 -0.56381 2.00934 -0.616 -1.240 -0.270 0.078
H -2.11770 0.78546 -1.01168 0.066 -0.748 0.166 0.054
H -2.20867 -0.96301 -0.39045 0.224 0.049 0.719 0.043
H -1.32139 -0.56401 -1.81198 0.964 -0.910 -2.545 -0.007
```
Forces are in eV/Å.

Results
Gap between HOMO and LUMO, eV: 10.77
Energy relative to the best compared isomer or geometry (same formula, charge and spin), kJ/mol: 428.8
Total energy, Ha: -765.673167



Below is a single C3H5FOS molecule, with properties calculated with wB97M-V/def2-TZVPD.

The geometry in XYZ format:
```
11
Properties=species:S:1:pos:R:3:forces:R:3:lowdin_charge:R:1
O 0.85417 0.91077 1.28255 1.798 -0.861 -0.375 -0.037
C -0.19760 0.11414 0.84942 1.647 -0.482 -1.789 -0.300
C 0.06463 -1.08105 0.04406 -0.032 0.240 -2.389 -0.301
F 1.32834 -1.35802 -0.50639 -1.048 -0.315 1.464 -0.024
C -0.66664 0.01857 -0.74610 0.015 -0.546 2.234 -0.527
S 0.14659 1.02884 -2.02066 -0.983 2.231 3.152 0.670
H 1.75964 0.41474 1.19326 -2.688 1.222 -0.009 0.162
H -0.87876 -0.22386 1.59071 -0.939 0.939 0.732 0.126
H -0.63726 -1.87208 0.36942 1.354 -0.473 -0.782 0.152
H -1.70921 -0.28999 -0.88246 0.299 0.794 -0.176 0.080
H -0.06389 2.33793 -1.17381 0.576 -2.749 -2.062 -0.001
```
Forces are in eV/Å.

Results
Gap between HOMO and LUMO, eV: 9.80
SMILES: O[C@@H]1[C@H](F)[C@@H]1S
Energy relative to the best compared isomer or geometry (same formula, charge and spin), kJ/mol: 256.6
Total energy, Ha: -690.491924



Below is C3H5FeO3 as an isolated structure, with properties calculated with wB97M-V/def2-TZVPD.

The geometry in XYZ format:
```
12
Properties=species:S:1:pos:R:3:forces:R:3:lowdin_spin:R:1
H 0.16386 -1.11635 -1.50746 -0.026 0.223 -0.277 0.006
O -0.22129 -0.74200 -0.69586 -0.173 -0.633 -0.815 0.154
C 1.12712 -1.14368 0.61311 2.585 -0.126 1.358 0.003
C -0.13709 0.70852 -0.62537 0.840 0.495 -0.340 0.025
O 1.97822 -1.90190 0.42978 -2.190 0.556 -0.621 0.004
O 0.72649 -0.24927 1.38427 -0.372 0.477 0.101 0.005
C -0.04268 0.93034 0.86833 -0.190 -0.390 0.083 0.006
Fe -2.91377 -1.42081 -0.72583 -0.357 -0.246 -0.048 4.780
H -0.98710 1.20402 -1.09968 -0.059 -0.192 0.224 0.011
H 0.77207 1.05910 -1.12822 -0.130 -0.239 -0.010 0.001
H -1.02673 0.87271 1.34350 0.443 0.187 0.261 0.004
H 0.56088 1.79931 1.14344 -0.371 -0.114 0.083 0.000
```
Forces are in eV/Å.

Results
Expectation value of S²: 8.753
Gap between HOMO and LUMO (spin up / spin down), eV: 9.67 / 10.42
Energy relative to the best compared isomer or geometry (same formula, charge and spin), kJ/mol: 0.0
Multiplicity: 6
Charge: +2
Total energy, Ha: -1605.881886



Below is a 2-piece molecular cluster, C3H5I overall, with properties calculated with wB97M-V/def2-TZVPD.

The geometry in XYZ format:
```
9
Properties=species:S:1:pos:R:3:forces:R:3:lowdin_charge:R:1
C 0.17014 1.46574 -0.49581 0.803 -0.495 0.208 0.095
C 0.80319 0.51438 -0.13979 -1.338 -0.248 -1.021 -0.216
C 1.37814 -0.74455 0.24725 1.723 0.949 -0.609 -0.108
H -0.15713 2.35820 -0.90220 -0.661 1.114 -0.330 0.005
H 1.45889 -1.54703 -0.48498 -0.621 0.209 -0.116 0.089
H 2.40306 -0.43366 0.42914 0.484 -0.575 0.555 0.080
H 0.91643 -1.01106 1.14810 -0.428 -0.978 1.329 0.060
I -4.26535 -0.34382 -0.26472 1.691 0.088 0.794 0.275
H -2.70737 -0.25820 0.46301 -1.652 -0.064 -0.810 -0.280
```
Forces are in eV/Å.

Results
Gap between HOMO and LUMO, eV: 10.26
SMILES: C#CC.I
Energy relative to the best compared isomer or geometry (same formula, charge and spin), kJ/mol: 175.4
Total energy, Ha: -414.907589



Below is a single C3H5IO3 molecule, with properties calculated with wB97M-V/def2-TZVPD.

The geometry in XYZ format:
```
12
Properties=species:S:1:pos:R:3:forces:R:3:lowdin_charge:R:1
C -0.14726 -0.21636 -2.88239 -2.999 1.318 3.316 -0.470
C -0.06029 1.14216 1.57183 2.173 2.480 0.292 -0.292
C -0.23593 0.14825 0.44018 0.385 -0.429 -0.583 -0.577
O -0.50897 -1.45513 -2.98624 0.789 -2.630 -1.983 -0.131
O -0.88721 0.83801 2.63752 -0.424 0.093 0.216 -0.038
O -1.07873 -0.66713 0.38967 0.207 0.199 -0.418 0.077
I 1.49364 0.05619 -1.17125 0.258 0.401 1.262 0.955
H 0.33210 0.20424 -3.72137 1.174 -0.322 -1.544 -0.041
H 1.07445 1.19677 1.90920 -2.107 -0.240 -1.005 0.150
H -0.32363 2.23239 1.24323 0.502 -2.041 0.037 0.162
H -0.38497 0.35448 3.28819 0.052 -0.321 0.289 0.095
H -0.92447 -1.97458 -2.27425 -0.009 1.493 0.121 0.110
```
Forces are in eV/Å.

Results
Gap between HOMO and LUMO (spin up / spin down), eV: 6.57 / 6.56
Energy relative to the best compared isomer or geometry (same formula, charge and spin), kJ/mol: 426.8
Total energy, Ha: -640.543064



Below is C3H5IS as an isolated structure, with properties calculated with wB97M-V/def2-TZVPD.

The geometry in XYZ format:
```
10
Properties=species:S:1:pos:R:3:forces:R:3:lowdin_charge:R:1
C 0.50124 -0.39624 0.94380 -0.168 -2.216 -0.007 -0.003
C -0.47779 -0.73296 0.11392 -1.035 -0.871 0.615 -0.379
C -1.45272 0.25386 -0.28478 -0.475 0.882 -4.663 -1.226
S -1.30488 1.97858 0.13971 0.813 0.886 -0.498 0.564
I -3.54060 -0.14787 0.00530 0.493 -0.308 0.148 0.750
H 1.01517 -1.18452 1.44104 0.717 -0.692 -0.076 0.054
H 0.76347 0.53300 1.32958 -0.088 1.770 0.090 0.025
H -0.79168 -1.79011 -0.14368 0.862 1.303 0.401 0.116
H -1.40011 0.05315 -2.15856 -0.049 0.469 3.381 0.174
H -0.16678 2.50184 -0.53008 -1.070 -1.222 0.609 -0.075
```
Forces are in eV/Å.

Results
Gap between HOMO and LUMO (spin up / spin down), eV: 8.16 / 8.16
Energy relative to the best compared isomer or geometry (same formula, charge and spin), kJ/mol: 335.4
Total energy, Ha: -813.025560



Below is C3H5InLiO4 as an isolated structure, with properties calculated with wB97M-V/def2-TZVPD.

The geometry in XYZ format:
```
14
Properties=species:S:1:pos:R:3:forces:R:3:lowdin_spin:R:1
In -0.86609 -0.35231 -2.08822 -3.290 -1.313 0.462 0.476
O 1.01754 0.18548 -2.29242 4.035 1.201 0.383 0.111
C 1.86236 0.60545 -1.48613 -0.575 -0.022 -0.193 0.001
H 1.54874 1.34069 -0.71988 0.314 -0.087 -0.318 0.000
H 2.89271 0.21159 -1.45871 -0.264 0.187 -0.407 0.001
C 0.01617 -1.29854 0.48083 -1.818 0.690 -0.071 0.231
O -1.15886 -0.77630 1.21104 -0.159 -1.649 0.433 0.046
C -1.62393 0.38663 0.85418 4.002 1.346 0.911 0.005
O -1.54206 0.79304 -0.30707 -1.284 0.686 -0.431 0.096
O -1.56840 1.18082 1.90903 -1.279 -0.095 -0.549 0.004
Li 0.93184 -1.96995 2.36637 -0.117 -0.218 0.017 0.018
H -0.45164 -2.02017 -0.21321 0.934 -0.380 -0.256 0.005
H 0.52494 -0.39325 0.11218 0.058 -0.706 -0.020 0.006
H -1.58332 2.10682 1.63201 -0.557 0.361 0.039 0.000
```
Forces are in eV/Å.

Results
Expectation value of S²: 0.767
Gap between HOMO and LUMO (spin up / spin down), eV: 8.08 / 5.79
Multiplicity: 2
Charge: +2
Total energy, Ha: -615.197020



Below is C3H5KLiO3 as an isolated structure, with properties calculated with wB97M-V/def2-TZVPD.

The geometry in XYZ format:
```
13
Properties=species:S:1:pos:R:3:forces:R:3:lowdin_spin:R:1
H 2.74365 -0.01226 1.54880 0.518 -0.885 -2.303 0.000
O -1.24764 -0.33194 -0.28366 -0.453 0.082 -0.504 0.729
C -0.87389 -1.60632 -0.00086 0.284 -0.455 -0.222 0.136
C 0.03069 -1.79696 1.20048 0.037 0.096 0.212 0.009
O 1.39011 -1.42231 0.91847 -0.302 -1.097 -1.138 0.010
C 1.76004 -0.17794 1.01318 1.291 1.305 5.407 0.000
O 1.04281 0.74119 1.36904 -1.153 -0.022 -1.796 0.008
Li -2.10430 0.14296 -2.04434 0.020 -0.114 -0.144 -0.003
K -1.09968 1.81445 1.34505 -0.425 0.875 0.568 -0.002
H -0.49214 -2.11224 -0.91283 -0.047 0.026 0.203 0.029
H -1.83825 -2.15410 0.18373 0.061 0.045 0.021 0.083
H 0.07367 -2.86145 1.44953 0.073 0.200 -0.099 0.000
H -0.33558 -1.24867 2.07834 0.096 -0.059 -0.205 0.000
```
Forces are in eV/Å.

Results
Expectation value of S²: 0.754
Gap between HOMO and LUMO (spin up / spin down), eV: 10.10 / 6.58
Energy relative to the best compared isomer or geometry (same formula, charge and spin), kJ/mol: 196.1
Multiplicity: 2
Charge: +2
Total energy, Ha: -949.872690



Below is C3H5KO4 as an isolated structure, with properties calculated with wB97M-V/def2-TZVPD.

The geometry in XYZ format:
```
13
Properties=species:S:1:pos:R:3:forces:R:3:lowdin_charge:R:1
H 0.61391 -0.55124 2.06846 0.918 0.196 -0.313 0.091
C 0.93229 -0.17566 1.07255 -0.198 0.036 0.135 -0.126
O 2.27024 0.27100 1.03885 -0.600 -0.809 1.450 -0.059
C 2.73575 0.84981 -0.11364 1.442 1.506 -0.660 -0.793
O 1.95633 0.86342 -1.10653 -0.683 -0.403 -0.192 -0.248
O 3.85539 1.35423 -0.03368 -0.635 -0.628 0.120 0.020
H 0.25788 0.68135 0.90730 -0.050 -0.345 -0.462 0.078
H 0.79877 -1.01621 0.37139 -0.302 0.414 -0.048 0.084
H -2.94277 -0.85891 0.52249 0.132 -0.331 -0.254 0.097
C -3.29529 -0.79805 -0.52423 -0.106 1.453 -0.170 -0.078
O -2.67728 -0.16209 -1.35702 -0.288 -0.864 0.551 -0.105
H -4.31938 -1.16092 -0.72826 0.313 -0.267 -0.115 0.095
K -0.18584 0.70328 -2.11767 0.058 0.044 -0.042 0.945
```
Forces are in eV/Å.

Results
Gap between HOMO and LUMO, eV: 7.06
Energy relative to the best compared isomer or geometry (same formula, charge and spin), kJ/mol: 89.9
Total energy, Ha: -1018.209310



Below is C3H5LaLiO3 as an isolated structure, with properties calculated with wB97M-V/def2-TZVPD.

The geometry in XYZ format:
```
13
Properties=species:S:1:pos:R:3:forces:R:3:lowdin_spin:R:1
O 0.85186 -1.19140 0.10452 -0.138 0.237 -0.971 0.002
C 1.49084 0.01083 -0.00661 2.893 -3.971 -0.035 0.005
C -0.54910 -1.31184 -0.13925 -0.203 -0.267 0.319 0.000
O 1.95427 0.82919 -0.89116 -2.198 1.763 -0.921 0.012
O -0.12731 0.81188 0.18380 -0.392 4.853 0.158 0.038
C -1.07808 -0.11281 0.64376 0.305 -0.626 -0.051 0.002
H -0.88814 -2.25852 0.29286 0.246 0.061 -0.460 0.000
H -0.71875 -1.21398 -1.22098 -0.364 -0.226 0.322 0.000
H -0.96992 -0.18437 1.73558 -0.373 -0.330 -0.352 0.000
H -2.09727 0.17126 0.35526 -0.003 -0.112 0.122 0.001
H 2.42687 -0.36692 0.48001 -0.509 1.228 1.606 0.000
La 0.93688 2.95315 -0.47466 3.005 -0.792 0.770 0.749
Li -1.23215 1.86353 -1.06314 -2.268 -1.818 -0.506 0.189
```
Forces are in eV/Å.

Results
Expectation value of S²: 0.751
Gap between HOMO and LUMO (spin up / spin down), eV: 6.59 / 8.54
Energy relative to the best compared isomer or geometry (same formula, charge and spin), kJ/mol: 24.0
Multiplicity: 2
Charge: +2
Total energy, Ha: -381.398203